[1]
Computed, not measured: a 2-piece molecular cluster, C2H4O4 overall, with ωB97M-V/def2-TZVPD.

The energy above the lowest of the compared OMol25 structures with the same formula, charge and spin comes out at 4.0401 eV. The LUMO energy comes out at 0.031 Eh. The molar mass comes out at 92.05 Da. The orbital gap comes out at 10.1330 eV.

Each line ends with the Mulliken charge.
CARTESIAN COORDINATES (ANGSTROEM)
O: -1.0823 2.8054 0.3014  -0.242
C: -0.3990 1.7320 0.1439  -0.189
H: -0.0075 0.4310 -1.1959  0.420
H: -1.3052 3.1739 -0.6864  0.358
C: 0.4726 -1.6015 -0.1509  -0.178
O: -0.3511 1.2972 -1.1184  -0.292
H: 0.8785 -3.2634 0.5757  0.376
H: 0.5557 -0.4134 1.3099  0.360
O: 0.7026 -2.8708 -0.3297  -0.271
O: 0.5357 -1.2905 1.1505  -0.341

---

[2]
Computed, not measured: a 2-piece molecular cluster, C2H4O4 overall, with ωB97M-V/def2-TZVPD.

As for the SMILES: O=CO.O=CO. The energy above the lowest of the compared OMol25 structures with the same formula, charge and spin comes out at 2.0029 eV. The LUMO energy comes out at 0.011 Eh. The molar mass comes out at 92.05 Da. The orbital gap comes out at 11.0264 eV.

Each line ends with the Mulliken charge.
CARTESIAN COORDINATES (ANGSTROEM)
H: 0.6955 -2.1071 -0.7946  0.329
H: 1.6015 0.4880 -0.9966  0.232
O: 0.7676 -1.1960 -0.3854  -0.400
C: -1.2230 1.1417 0.8962  0.407
O: -2.3368 0.7700 0.2554  -0.412
C: 1.8069 -0.6085 -0.9733  0.308
H: -2.5799 -0.0949 0.6576  0.348
O: -1.3760 1.6842 2.0769  -0.487
O: 2.8591 -1.1681 -1.1332  -0.465
H: -0.2148 1.0907 0.3969  0.140

---

[3]
Computed, not measured: a 3-piece molecular cluster, C2H4O4S overall, with ωB97M-V/def2-TZVPD.

The energy above the lowest of the compared OMol25 structures with the same formula, charge and spin comes out at 5.3595 eV. The LUMO energy comes out at -0.053 Eh. The molar mass comes out at 124.12 Da. The orbital gap comes out at 8.4525 eV.

Each line ends with the Mulliken charge.
CARTESIAN COORDINATES (ANGSTROEM)
H: -1.8985 -1.0731 -0.9417  0.318
S: 2.7700 -0.2113 0.4284  0.624
H: -0.6089 -3.9317 -0.0727  0.475
C: -0.9680 -3.0428 -0.2909  -0.261
C: -1.3324 -1.9247 -0.5138  -0.523
O: -1.1115 2.2707 0.0276  -0.332
H: -1.7102 2.6418 0.7000  0.320
H: 0.7155 2.4099 0.0047  0.412
O: 0.0612 3.0734 0.1079  -0.320
O: 2.2165 1.0822 0.0784  -0.439
O: 1.8662 -1.2944 0.4722  -0.273

---

[4]
Computed, not measured: C2H4O4S as an isolated structure, with ωB97M-V/def2-TZVPD.

The energy above the lowest of the compared OMol25 structures with the same formula, charge and spin comes out at 1.6673 eV. The LUMO energy comes out at -0.035 Eh. The molar mass comes out at 124.12 Da. The orbital gap comes out at 8.8802 eV.

Each line ends with the Mulliken charge.
CARTESIAN COORDINATES (ANGSTROEM)
H: 0.3853 1.4977 0.2846  0.441
C: 0.2384 -1.4236 0.0556  0.786
S: -1.0405 0.2691 1.9875  0.754
C: 0.0211 -1.3157 -1.1872  -0.686
O: -0.2030 1.4198 1.7423  -0.507
O: -1.9203 -0.0389 0.8711  -0.423
H: -0.9383 -1.4817 -1.5814  0.289
H: 0.8868 -1.1963 -1.9190  0.211
O: 0.3147 -1.4328 1.2368  -0.495
O: 1.0450 1.3987 -0.5511  -0.645
H: 1.2108 2.3038 -0.9392  0.275

---

[5]
Computed, not measured: an isolated molecule of C2H4OS, with ωB97M-V/def2-TZVPD.

As for the SMILES: O[C@H]1CS1. The energy above the lowest of the compared OMol25 structures with the same formula, charge and spin comes out at 1.8154 eV. The LUMO energy comes out at 0.031 Eh. The molar mass comes out at 76.12 Da. The orbital gap comes out at 9.9990 eV.

Each line ends with the Mulliken charge.
CARTESIAN COORDINATES (ANGSTROEM)
C: 0.1594 -0.5271 0.4646  -0.151
H: -0.3563 1.8479 0.6259  0.267
H: 0.8092 -1.1363 -1.2336  0.376
C: -0.3251 0.9736 -0.1294  -0.667
H: 0.1353 -0.5606 1.5419  0.443
S: -1.5843 -0.3245 -0.0587  -0.079
O: 1.0073 -1.3482 -0.2159  -0.510
H: 0.1545 1.0752 -0.9947  0.322

---

[6]
Computed, not measured: an isolated molecule of C2H4OS2, with ωB97M-V/def2-TZVPD.

As for the SMILES: CC(=S)SO. The energy above the lowest of the compared OMol25 structures with the same formula, charge and spin comes out at 0.8948 eV. The LUMO energy comes out at -0.003 Eh. The molar mass comes out at 108.19 Da. The orbital gap comes out at 8.7036 eV.

Each line ends with the Mulliken charge.
CARTESIAN COORDINATES (ANGSTROEM)
S: 0.7435 -1.0138 -2.2967  -0.243
C: -0.5694 0.7150 -0.5628  -0.990
C: 0.3345 -0.4037 -0.8658  0.313
H: -0.9359 1.1509 -1.4910  0.343
H: -1.4134 0.3673 0.0352  0.300
H: 0.2398 -0.8370 2.6124  0.338
O: 0.4994 -0.2603 1.8824  -0.467
S: 1.1467 -1.1882 0.6622  0.107
H: -0.0451 1.4699 0.0242  0.299

---

[7]
Computed, not measured: C2H4OS2 as an isolated structure, with ωB97M-V/def2-TZVPD.

The energy above the lowest of the compared OMol25 structures with the same formula, charge and spin comes out at 2.0724 eV. The LUMO energy comes out at -0.016 Eh. The molar mass comes out at 108.19 Da. The orbital gap comes out at 8.4208 eV.

Each line ends with the Mulliken charge.
CARTESIAN COORDINATES (ANGSTROEM)
H: 1.1861 -0.8540 1.1021  0.280
H: -0.1185 -0.0237 -2.4030  0.287
C: 0.6628 0.0917 0.9734  -1.060
O: 0.5705 -0.1631 -1.7516  -0.595
S: -1.7906 0.9173 -0.3312  -0.131
H: 1.3825 0.8653 0.7144  0.303
H: 0.1577 0.3593 1.9014  0.362
C: -0.3500 -0.0411 -0.0835  0.664
S: -1.7006 -1.1516 -0.1219  -0.110

---

[8]
Computed, not measured: an isolated molecule of C2H4OS2, with ωB97M-V/def2-TZVPD.

The energy above the lowest of the compared OMol25 structures with the same formula, charge and spin comes out at 2.3747 eV. As for the multiplicity: 3. The LUMO energy (alpha / beta) comes out at -0.015 / -0.142 Eh. The molar mass comes out at 108.19 Da. The orbital gap (alpha / beta) comes out at 5.3412 / 3.6356 eV.

Each line ends with the Mulliken charge.
CARTESIAN COORDINATES (ANGSTROEM)
S: 0.1590 -1.6312 0.1293  0.402
H: 1.6641 0.1239 -0.4926  0.343
H: -0.7566 0.8581 1.3021  0.338
S: -0.7615 1.5576 -1.0130  -0.386
O: -1.3110 -1.2656 -0.5009  -0.365
C: 0.9562 0.1051 0.3552  -0.514
H: -1.2414 -0.9868 -1.4170  0.350
C: -0.2287 0.9512 0.3667  -0.518
H: 1.5199 0.2878 1.2701  0.349

---

no.,energy (hartree)
1,-379.44997
2,-379.52484
3,-777.54571
4,-777.68140
5,-551.96197
6,-950.17581
7,-950.13253
8,-950.01765